[1]
17
Properties=species:S:1:pos:R:3:lowdin_charge:R:1 method="wB97M-V/def2-TZVPD" e_lumo_ha=0.035 smiles="NCCNC=O.O" homo_lumo_gap_ev=10.5 total_energy_ha=-380.303868 multiplicity=1 e_above_lowest_kj_mol=86.1
O -1.516 -0.517 -2.305 -0.008
O -3.204 -1.427 -0.256 -0.074
N -0.627 0.141 -0.326 0.028
N 2.520 0.433 1.631 -0.020
C 1.719 -0.040 0.501 -0.269
C -0.822 0.250 -1.656 -0.344
C 0.437 0.833 0.365 -0.192
H 2.284 0.089 -0.424 0.110
H -1.273 -0.481 0.144 0.120
H 2.216 -0.061 2.474 0.073
H 0.148 1.158 1.362 0.113
H -2.963 -1.062 -1.132 0.011
H 0.703 1.712 -0.217 0.111
H -0.356 1.117 -2.143 0.137
H 1.386 -1.078 0.625 0.108
H 3.489 0.181 1.490 0.059
H -4.140 -1.250 -0.132 0.037

[2]
9
Properties=species:S:1:pos:R:3:lowdin_charge:R:1 method="wB97M-V/def2-TZVPD" e_lumo_ha="0.177 / 0.160" homo_lumo_gap_ev="6.0 / 7.6" total_energy_ha=-283.687827 multiplicity=3 e_above_lowest_kj_mol=95.4 total_charge=-1 s2=2.018
O 1.666 -1.703 -0.462 -0.270
O -1.761 1.043 -0.475 -0.135
N 0.433 -1.367 -0.226 -0.178
C -0.963 0.794 0.413 -0.567
C 0.420 0.623 0.253 -0.112
H 0.624 1.139 -0.712 0.068
H -1.443 0.296 1.337 0.089
H -0.244 -1.281 -1.036 0.064
H 1.267 0.456 0.907 0.042

[3]
26
Properties=species:S:1:pos:R:3:lowdin_charge:R:1 method="wB97M-V/def2-TZVPD" e_lumo_ha=0.107 homo_lumo_gap_ev=4.6 total_energy_ha=-822.225771 multiplicity=1 total_charge=-1
P 0.048 -1.718 0.543 0.591
O -1.480 -0.982 0.837 -0.410
O 3.295 0.052 4.116 -0.132
N 0.327 -1.821 -1.067 -0.359
C -2.544 2.564 -3.626 0.068
C 2.776 1.276 4.617 -0.171
C -2.515 1.393 -3.367 -0.170
C -1.001 -0.375 -2.563 -0.220
C 1.226 -0.343 1.083 -0.333
C -0.861 -1.767 -1.905 -0.444
C -2.451 -0.029 -2.994 -0.223
H 2.069 -0.282 0.392 0.002
H -2.313 3.590 -3.769 0.002
H -0.412 -0.405 -3.489 0.097
H 2.999 1.384 5.683 0.068
H 0.653 0.593 0.999 0.005
H 1.555 -0.467 2.116 -0.024
H -0.693 -2.480 -2.733 0.077
H 1.699 1.263 4.478 0.076
H 3.195 2.125 4.069 0.074
H -3.113 -0.250 -2.155 0.107
H -2.734 -0.577 -3.895 0.106
H -1.632 -1.140 1.772 -0.019
H -0.550 0.419 -1.972 0.096
H 4.247 0.066 4.236 0.068
H -1.792 -2.086 -1.408 0.068

[4]
13
Properties=species:S:1:pos:R:3:lowdin_charge:R:1 method="wB97M-V/def2-TZVPD" e_lumo_ha="-0.215 / -0.215" homo_lumo_gap_ev="8.0 / 8.0" total_energy_ha=-625.754284 multiplicity=1 e_above_lowest_kj_mol=572.1 total_charge=+1
S 2.394 -0.267 -0.190 1.030
N -1.317 -0.613 -0.431 0.046
N -0.325 -0.824 0.331 -0.093
C 1.019 -1.068 0.154 -0.348
C 2.505 1.540 -0.426 -0.299
C -2.641 -0.832 0.033 -0.061
H -3.201 -1.372 -0.842 0.151
H 2.874 1.817 -1.352 0.021
H -2.615 -1.280 1.045 0.099
H -3.224 0.049 0.057 0.080
H 1.594 1.989 0.031 0.068
H -0.490 -0.986 1.416 0.224
H 3.427 1.847 0.173 0.084

[5]
50
Properties=species:S:1:pos:R:3:lowdin_charge:R:1 method="wB97M-V/def2-TZVPD" e_lumo_ha="-0.146 / -0.152" homo_lumo_gap_ev="7.0 / 6.9" total_energy_ha=-6702.015154 multiplicity=2 e_above_lowest_kj_mol=0.0 total_charge=+1 s2=0.754
I -4.483 -1.427 0.183 1.072
I -2.503 1.417 0.951 1.041
Br 1.439 5.218 0.775 0.765
Ti -1.619 -1.007 -0.469 0.705
S -2.828 0.181 -3.040 0.613
S -1.969 -2.352 -3.265 0.667
F -2.541 2.419 -4.330 0.180
F -2.948 0.704 -5.589 0.183
F -2.014 -4.895 -3.644 0.181
F -0.983 0.961 -4.717 0.172
F -3.931 -4.051 -3.073 0.167
F -3.168 -3.766 -5.085 0.189
O -1.777 -2.574 -1.811 -0.405
O -0.771 -2.200 -4.014 -0.213
O -1.631 0.197 -2.166 -0.454
O -3.980 0.822 -2.509 -0.260
O -1.385 -1.670 1.243 -0.295
N 3.563 -0.629 3.562 0.101
N 4.097 0.482 3.480 0.101
N 0.495 -0.773 -0.222 0.026
N -3.092 -1.282 -3.505 -0.269
C 4.162 2.349 1.988 -0.023
C -0.220 -1.431 1.895 -0.318
C 3.424 1.576 2.882 -0.286
C 1.275 -1.353 3.768 0.004
C 2.304 -0.884 2.985 -0.235
C 2.258 3.753 1.644 -0.689
C 0.003 -1.615 3.235 0.040
C 0.827 -0.969 1.084 -0.154
C 1.446 -0.454 -1.083 -0.055
C 3.571 3.420 1.343 -0.107
C 3.110 -0.401 0.643 0.040
C 2.776 -0.280 -0.684 0.003
C -4.482 0.569 0.937 -0.976
C 1.541 3.038 2.591 -0.115
C 2.118 -0.737 1.582 -0.082
C 2.119 1.940 3.207 -0.016
C -2.846 -3.883 -3.814 -0.688
C -2.281 1.142 -4.540 -0.673
H 1.451 -1.503 4.825 0.130
H -4.863 0.551 1.951 -0.017
H 3.520 -0.042 -1.429 0.122
H 1.561 1.388 3.951 0.121
H 1.148 -0.318 -2.116 0.129
H 5.196 2.092 1.801 0.125
H 0.537 3.346 2.853 0.101
H 4.133 -0.259 0.966 0.125
H -5.100 1.168 0.279 -0.016
H 4.131 4.009 0.629 0.109
H -0.790 -1.987 3.870 0.132

[6]
14
Properties=species:S:1:pos:R:3:lowdin_charge:R:1 method="wB97M-V/def2-TZVPD" e_lumo_ha="0.145 / 0.141" homo_lumo_gap_ev="8.3 / 8.0" total_energy_ha=-610.883091 multiplicity=1 e_above_lowest_kj_mol=452.3 total_charge=-1
P 0.376 -1.850 1.742 0.162
O 1.803 -1.580 2.001 -0.446
O -0.351 -2.824 2.598 -0.488
C 0.897 0.904 -1.082 -0.212
C -0.741 -0.358 1.704 -0.143
C -0.433 0.388 -0.811 -0.115
H -0.090 -2.358 0.484 -0.004
H 1.044 1.325 -2.122 0.075
H -0.857 -0.528 -1.005 -0.018
H -0.752 0.701 2.141 0.016
H 1.702 0.124 -1.187 0.088
H 1.193 1.538 -0.374 0.010
H -1.785 -0.747 1.747 -0.002
H -1.263 1.151 -0.418 0.076